This record from the Open Molecules 2025 dataset describes a cluster of 11 separate species, C30H86N4O11 in total. The level of theory is the ωB97M-V functional and the def2-TZVPD basis.

## Properties
* Kohn-Sham gap: 9.70 eV
* HOMO: -9.2 eV
* SMILES: COC[C@H](C)N.COC[C@H](C)N.COC[C@H](C)N.COC[C@H](C)N.CCO.CCO.CCO.CCO.CCO.CCO.CCO
* multiplicity: 1
* strongest force on any atom: 2.63 eV Å⁻¹
* energy relative to the best compared isomer or geometry (same formula, charge and spin): 68.5 kcal per mole
* LUMO: 0.49 eV
* net charge: 0

Positions of all 131 atoms, in Å:
C (0.902, -3.916, -0.757)
C (2.116, -3.641, 0.144)
O (2.183, -2.270, 0.354)
H (0.997, -4.917, -1.189)
H (1.074, -3.274, -1.629)
H (-0.092, -3.781, -0.342)
H (2.980, -4.087, -0.366)
H (1.884, -4.269, 1.021)
H (3.052, -1.948, 0.673)
C (-6.849, 0.063, -4.068)
C (-6.346, -0.541, -2.771)
O (-5.236, 0.257, -2.349)
H (-7.733, -0.416, -4.498)
H (-6.123, -0.148, -4.860)
H (-7.017, 1.134, -3.990)
H (-5.936, -1.541, -2.957)
H (-7.118, -0.583, -1.997)
H (-4.955, -0.071, -1.487)
C (0.097, 0.557, -0.331)
C (-1.257, -0.128, -0.300)
O (-2.057, 0.381, -1.373)
H (0.161, 1.589, -0.674)
H (0.586, 0.069, -1.191)
H (0.794, 0.332, 0.478)
H (-1.861, 0.041, 0.594)
H (-1.138, -1.198, -0.461)
H (-2.403, 1.226, -1.059)
C (-2.984, -3.103, -1.914)
C (-3.359, -3.632, -0.531)
O (-4.528, -2.880, -0.114)
H (-2.582, -2.097, -1.816)
H (-3.897, -3.018, -2.513)
H (-2.354, -3.782, -2.487)
H (-2.619, -3.281, 0.196)
H (-3.514, -4.708, -0.450)
H (-4.705, -3.178, 0.785)
C (-4.166, 1.140, 2.083)
C (-4.166, 2.520, 1.482)
O (-3.614, 2.546, 0.190)
H (-4.780, 0.394, 1.578)
H (-4.450, 1.138, 3.136)
H (-3.141, 0.758, 2.067)
H (-3.600, 3.208, 2.130)
H (-5.160, 2.979, 1.598)
H (-3.731, 3.410, -0.220)
C (-1.245, 4.004, -2.164)
C (-1.744, 5.369, -1.695)
O (-2.489, 5.201, -0.485)
H (-0.748, 4.000, -3.133)
H (-2.115, 3.353, -2.238)
H (-0.492, 3.659, -1.453)
H (-2.433, 5.730, -2.468)
H (-0.942, 6.105, -1.597)
H (-3.129, 5.919, -0.481)
C (-0.523, -0.273, -4.648)
C (-1.961, -0.359, -5.080)
O (-2.232, -1.692, -5.572)
H (0.187, -0.764, -5.314)
H (-0.390, -0.659, -3.635)
H (-0.195, 0.770, -4.609)
H (-2.157, 0.301, -5.927)
H (-2.645, -0.124, -4.264)
H (-2.918, -2.077, -5.020)
C (4.305, 0.902, 1.832)
C (4.580, -0.371, 2.659)
C (3.482, -0.530, 3.693)
O (3.641, 0.481, 4.652)
C (2.735, 0.449, 5.717)
N (4.565, -1.500, 1.708)
H (3.845, 1.651, 2.481)
H (3.515, 0.713, 1.093)
H (5.140, 1.298, 1.255)
H (5.544, -0.277, 3.170)
H (3.527, -1.540, 4.123)
H (2.506, -0.428, 3.199)
H (1.765, 0.019, 5.454)
H (2.621, 1.452, 6.128)
H (3.107, -0.149, 6.562)
H (4.945, -2.330, 2.177)
H (5.369, -1.300, 1.106)
C (-1.208, -5.983, 5.059)
C (-0.574, -6.118, 3.651)
C (-0.146, -4.819, 3.041)
O (-1.292, -4.066, 2.634)
C (-0.975, -2.731, 2.345)
N (0.654, -6.929, 3.777)
H (-2.056, -5.293, 5.035)
H (-0.455, -5.542, 5.715)
H (-1.528, -6.949, 5.444)
H (-1.271, -6.664, 3.015)
H (0.420, -5.040, 2.130)
H (0.513, -4.170, 3.629)
H (-0.341, -2.623, 1.461)
H (-0.485, -2.198, 3.174)
H (-1.868, -2.118, 2.205)
H (1.415, -6.481, 4.268)
H (0.405, -7.764, 4.291)
C (3.877, 4.665, 1.169)
C (2.347, 4.848, 1.127)
C (1.633, 3.568, 1.542)
O (1.825, 3.214, 2.875)
C (0.697, 2.570, 3.449)
N (1.968, 5.989, 1.991)
H (4.101, 3.752, 0.617)
H (4.199, 4.532, 2.205)
H (4.373, 5.531, 0.738)
H (2.181, 5.196, 0.105)
H (1.779, 2.769, 0.799)
H (0.575, 3.804, 1.321)
H (0.742, 2.663, 4.533)
H (0.763, 1.510, 3.179)
H (-0.241, 2.996, 3.089)
H (2.342, 5.804, 2.917)
H (0.955, 5.975, 2.060)
C (1.925, 2.630, -4.785)
C (2.678, 1.802, -3.770)
C (3.778, 0.942, -4.405)
O (4.620, 0.261, -3.486)
C (4.003, -0.588, -2.545)
N (3.160, 2.591, -2.615)
H (2.255, 3.675, -4.803)
H (0.885, 2.678, -4.469)
H (2.091, 2.323, -5.819)
H (1.978, 1.101, -3.297)
H (4.436, 1.679, -4.876)
H (3.358, 0.178, -5.065)
H (3.129, -1.097, -2.968)
H (3.690, -0.046, -1.645)
H (4.741, -1.338, -2.263)
H (3.545, 1.884, -1.989)
H (4.027, 3.091, -2.828)

Atomic forces in eV per Å
C 1.27 0.01 -1.35
C -1.48 -1.32 -0.33
O 0.04 0.69 0.11
H -0.24 -0.14 0.36
H -0.60 0.20 0.06
H 0.09 0.16 0.21
H 0.18 0.34 0.17
H 0.76 0.55 0.43
H -0.11 -0.44 0.29
C 0.12 -0.58 -0.75
C 0.57 0.07 -0.28
O -0.32 0.15 0.20
H -0.27 0.01 0.61
H 0.30 0.46 0.19
H 0.02 0.02 0.06
H -0.53 -0.17 0.06
H -0.01 -0.02 -0.04
H 0.22 0.03 -0.09
C 1.24 -1.07 -1.30
C -0.64 1.11 -0.11
O 0.09 -0.32 -0.16
H -0.67 0.28 0.72
H 0.13 -0.04 0.11
H -0.35 0.17 0.34
H 0.44 -0.18 0.38
H 0.02 -0.05 0.09
H -0.22 0.02 -0.03
C -0.80 -0.46 0.00
C 0.14 1.66 0.29
O -0.19 -0.63 -0.13
H 0.22 -0.05 -0.20
H -0.09 0.02 0.13
H 0.41 0.14 0.26
H 0.52 -0.77 -0.21
H -0.05 0.01 -0.19
H -0.18 0.18 -0.04
C 0.76 -0.60 0.05
C -0.30 1.19 1.25
O -0.31 -0.65 -0.40
H -0.13 0.26 -0.23
H -0.17 0.29 -0.04
H -0.05 -0.03 -0.03
H 0.41 -0.34 0.04
H -0.24 -0.34 -0.83
H 0.23 0.12 0.20
C 0.21 0.45 0.52
C -0.33 -0.41 -1.22
O 0.02 0.17 -0.08
H -0.11 0.41 -0.07
H 0.21 -0.31 0.18
H -0.28 -0.41 0.06
H 0.11 0.21 0.04
H 0.04 -0.08 0.26
H 0.03 0.02 0.28
C 0.55 0.61 0.61
C -0.09 -0.74 -0.70
O -0.11 0.11 0.28
H -0.32 -0.23 -0.18
H -0.01 -0.18 -0.07
H -0.17 0.05 0.05
H 0.00 0.20 0.12
H 0.08 0.19 0.05
H 0.03 -0.04 -0.02
C -0.77 -0.06 0.17
C -0.43 0.89 -0.82
C -0.12 -0.29 -0.18
O 0.26 0.18 -0.05
C -0.05 -0.36 0.81
N 1.50 -0.41 0.27
H 0.54 0.28 0.00
H 0.04 -0.38 0.05
H 0.25 0.01 0.35
H -0.06 -0.03 0.10
H 0.03 0.04 0.22
H -0.05 -0.09 -0.05
H -0.09 0.24 -0.24
H -0.13 0.13 -0.31
H 0.15 -0.18 -0.19
H -0.56 0.02 0.15
H -0.45 0.06 -0.41
C -0.04 0.89 -0.80
C 0.82 -0.40 1.97
C -0.59 0.71 -1.63
O -0.11 0.10 0.57
C 0.07 0.88 0.09
N -0.43 -0.69 -0.67
H -0.09 -0.16 0.05
H -0.03 -0.13 0.16
H 0.02 -0.03 0.02
H 0.10 0.22 -0.33
H 0.11 -0.20 0.07
H -0.11 -0.32 0.59
H 0.08 -0.06 0.00
H 0.31 -0.43 0.14
H -0.31 -0.51 -0.27
H -0.20 0.29 0.16
H 0.31 -0.08 -0.01
C -0.67 -0.13 0.37
C 1.69 0.70 0.86
C -1.58 0.56 -2.03
O -0.01 0.44 0.29
C 0.57 -0.40 -0.28
N 0.12 -0.48 -0.34
H 0.30 0.11 -0.08
H 0.14 -0.02 -0.05
H 0.11 -0.06 -0.01
H -0.79 -0.72 -0.11
H 0.69 -0.27 0.40
H -0.16 -0.08 0.58
H 0.15 0.07 0.00
H -0.40 -0.07 0.10
H -0.01 0.01 -0.05
H -0.20 0.06 0.06
H 0.03 0.23 0.21
C 0.26 0.95 0.04
C 0.11 -0.80 0.94
C 0.11 0.42 0.66
O 0.34 0.35 0.19
C -0.21 -0.07 -0.25
N 0.61 -0.40 -0.02
H 0.24 -0.08 0.34
H -0.16 -0.11 -0.55
H -0.50 -0.49 0.08
H -0.15 0.06 -0.19
H 0.14 -0.50 -0.58
H -0.10 0.37 -0.46
H 0.01 -0.02 0.06
H -0.09 -0.11 0.02
H -0.03 0.00 0.05
H -0.34 0.20 0.30
H -0.34 0.25 -0.48